The following is a DFT calculation (ωB97M-V with the def2-TZVPD basis set) of C7H16Br2P as an isolated structure.

Geometry as XYZ:
```
26
Properties=species:S:1:pos:R:3:forces:R:3
C 1.8450 0.6256 1.5759 3.93 -2.52 -2.39
C 2.2314 -0.3185 -0.8051 2.62 0.70 -1.07
C 0.7934 1.8958 -0.1750 0.05 2.86 -0.37
C -1.7478 -0.0081 1.4828 1.01 1.94 -3.67
C -1.2039 -0.8401 -1.3082 -0.57 1.54 0.78
C -1.2223 -2.3475 -1.3959 1.10 -0.60 -0.49
C 1.3826 0.5514 0.0976 -1.86 -1.32 2.74
P -0.2775 -0.4642 0.3062 -1.83 -0.37 -0.33
Br -1.4084 -3.2634 0.3780 0.02 0.42 -0.82
Br -4.6131 2.4308 0.2919 -0.01 0.01 -0.02
H 2.7567 1.2855 1.6043 -0.39 -1.10 0.03
H 1.9824 -0.4028 2.0245 0.28 1.28 -0.41
H 1.1899 1.1501 2.0966 -3.24 2.13 2.57
H 2.9342 0.2696 -1.4820 -1.09 -0.12 0.78
H 1.6024 -0.8533 -1.5058 0.14 -0.50 -0.11
H 3.0280 -0.9802 -0.2996 -1.91 0.70 -0.27
H -0.0093 2.2357 0.5376 0.67 -0.86 -0.24
H 1.5768 2.6925 0.0334 -0.62 -0.79 -0.70
H 0.3177 2.0729 -1.1433 0.53 -0.17 -0.22
H -2.4360 0.6986 0.8933 0.87 -1.25 0.73
H -1.3030 0.5827 2.2117 0.48 0.71 1.96
H -2.2079 -0.9079 1.7675 -0.50 -1.00 0.54
H -2.2703 -0.3989 -1.2407 1.75 -0.61 0.06
H -0.6836 -0.3386 -2.1718 -0.48 -0.73 0.69
H -0.2109 -2.6686 -1.7614 -1.22 -0.14 0.23
H -2.0466 -2.6989 -2.0128 0.27 -0.23 0.03
```
Forces are in eV/Å.

2S+1: 3
net charge: +1
⟨S²⟩: 2.005
highest occupied orbital energy (spin up / spin down): -12.71 / -13.86 eV
orbital gap (spin up / spin down): 9.887 / 7.329 eV

---

The following is a DFT calculation (ωB97M-V with the def2-TZVPD basis set) of one molecule with the formula C3H2N2O3.

Geometry as XYZ:
```
10
Properties=species:S:1:pos:R:3:forces:R:3
O 2.5375 -0.0083 0.4900 1.70 1.85 0.32
C 1.4649 0.1400 0.0544 -2.37 1.27 0.66
N 0.6546 1.3500 -0.1906 2.07 -1.94 -0.34
C -0.5986 1.4192 -0.1067 -1.11 0.99 0.75
O -1.5066 0.4990 0.4925 0.69 2.24 -1.41
N -1.4660 -0.9010 0.1751 -0.79 2.05 1.18
C -0.3452 -1.4064 -0.0092 -1.49 -4.71 -2.00
O 0.8880 -1.0556 -0.2661 -0.41 -1.00 -0.60
H -0.9972 2.5064 -0.4269 0.08 -2.92 1.01
H -0.6313 -2.5432 -0.2125 1.61 2.17 0.43
```
Forces are in eV/Å.

structure (SMILES): O=C1N=CON=CO1
highest occupied orbital energy: -10.76 eV
orbital gap: 10.456 eV

---

The following is a DFT calculation (ωB97M-V with the def2-TZVPD basis set) of a 2-piece molecular cluster, C4H15N3O overall.

Geometry as XYZ:
```
23
Properties=species:S:1:pos:R:3:forces:R:3
N -2.1894 0.9242 -0.9459 -0.22 0.24 -1.53
C -1.4552 -0.0030 -1.9046 0.34 2.33 0.81
C -0.2138 -0.3121 -1.0763 1.94 -1.84 -1.09
N -0.5945 -1.2120 0.0086 1.51 0.51 -1.25
C 0.4890 -1.7381 0.8547 -0.98 0.63 0.28
C 0.9665 -0.8427 2.0232 -1.42 0.03 -0.58
N 2.1682 -0.1169 1.7378 1.38 0.09 -0.21
H -2.9233 1.3836 -1.4823 0.04 0.06 0.25
H -2.6774 0.4196 -0.2265 -0.18 -0.32 0.14
H -1.1162 0.6536 -2.7357 -0.41 -0.46 0.30
H -2.1431 -0.7595 -2.2923 0.73 -0.49 0.21
H 0.6930 -0.8099 -1.5930 -1.72 0.12 0.05
H 0.3069 0.6502 -0.8802 -0.87 -0.14 0.70
H -1.4570 -0.8935 0.4044 0.16 -0.22 1.01
H 0.0743 -2.6968 1.2068 0.79 0.14 0.08
H 1.4299 -1.8211 0.2835 -0.81 -0.75 -0.45
H 0.1889 -0.0931 2.1768 -0.20 -0.14 0.36
H 0.9847 -1.4951 2.8967 0.56 0.24 0.36
H 2.0899 0.8850 1.6367 -0.16 -0.26 0.04
H 2.7406 -0.4823 0.9717 -0.41 0.14 0.51
O 1.1492 3.0254 -0.3626 0.50 0.52 -0.40
H 0.9341 2.4909 0.4036 -0.53 -0.18 -0.33
H 0.5548 2.8434 -1.1052 -0.04 -0.25 0.75
```
Forces are in eV/Å.

structure (SMILES): NCCNCCN.O
highest occupied orbital energy: -8.31 eV
orbital gap: 9.208 eV

---

The following is a DFT calculation (ωB97M-V with the def2-TZVPD basis set) of C56H32F5I4N7S2SeZr as an isolated structure.

Geometry as XYZ:
```
108
Properties=species:S:1:pos:R:3:forces:R:3
Zr 0.0128 -0.0289 -0.3704 -0.24 -0.51 -0.13
I 3.3455 4.1034 7.6146 -0.01 -0.01 -0.02
C 2.9494 3.2573 5.7460 0.04 0.04 0.02
C 1.8352 2.4463 5.5864 -0.04 -0.08 -0.12
C 1.5817 1.8823 4.3421 -0.02 0.00 0.02
C 2.4270 2.1293 3.2603 -0.09 0.03 -0.04
C 3.5354 2.9501 3.4408 0.06 0.01 0.05
C 3.8042 3.5151 4.6834 -0.07 -0.09 -0.09
C 2.0948 1.4977 1.9501 0.08 0.07 0.14
C 1.7088 2.2869 0.8805 0.07 0.02 -0.25
C 1.7842 3.7168 0.8219 0.02 0.12 0.03
C 1.4933 4.0785 -0.4501 0.00 0.09 -0.07
C 1.1647 2.8783 -1.1719 0.19 -0.12 0.08
C 0.7702 2.8091 -2.5094 0.02 0.11 0.01
C 0.8009 4.0585 -3.3318 0.02 0.07 0.24
C -0.0754 5.1090 -3.0685 -0.07 0.01 0.01
C -0.0192 6.2848 -3.8077 -0.01 -0.12 0.03
C 0.9218 6.4051 -4.8200 0.00 0.02 -0.03
I 1.0122 8.1661 -5.9395 0.00 -0.01 0.01
C 1.8001 5.3690 -5.1029 -0.06 -0.10 0.08
C 1.7314 4.1980 -4.3563 0.11 0.06 -0.06
C 0.2996 1.6552 -3.1252 -0.17 -0.19 -0.01
N 0.1564 0.4095 -2.5527 -0.10 0.08 -0.14
C -0.5335 -0.3590 -3.4744 0.19 0.03 0.07
C -0.8273 -1.7128 -3.3439 -0.09 -0.01 -0.08
C -1.6950 -2.3807 -4.3598 0.00 0.09 0.03
C -1.2977 -2.5271 -5.6850 0.04 -0.06 -0.09
C -2.1274 -3.1432 -6.6142 0.06 0.06 0.07
C -3.3675 -3.6134 -6.2086 -0.04 -0.03 -0.01
I -4.6223 -4.5353 -7.6007 0.01 0.01 0.01
C -3.7833 -3.4834 -4.8913 0.10 0.06 0.10
C -2.9412 -2.8703 -3.9693 -0.06 -0.02 -0.04
C -0.3037 -2.5074 -2.3242 0.25 -0.04 0.07
C -0.2587 -3.9392 -2.3463 -0.03 -0.12 0.00
C 0.5364 -4.3288 -1.3179 -0.05 -0.14 -0.12
C 0.9615 -3.1417 -0.6409 -0.11 0.14 -0.12
N 0.4112 -2.0347 -1.2534 -0.04 -0.26 0.17
C 1.8344 -3.1072 0.4331 0.15 -0.15 0.00
C 2.2036 -1.9540 1.1129 0.03 0.17 0.07
C 3.0560 -1.9329 2.2604 0.11 -0.10 0.10
C 3.0423 -0.6664 2.7477 0.07 -0.04 0.19
C 2.2308 0.1107 1.8635 0.02 -0.15 -0.08
N 1.7332 -0.6892 0.8673 -0.01 0.07 -0.08
C 2.4132 -4.4042 0.9022 -0.05 0.00 -0.03
C 3.5321 -4.9483 0.2790 0.04 -0.04 0.03
C 4.0662 -6.1576 0.7123 -0.09 0.13 -0.02
C 3.4651 -6.8212 1.7725 0.07 -0.04 -0.03
I 4.2498 -8.6448 2.4209 0.00 0.01 0.00
C 2.3496 -6.2938 2.4044 -0.06 0.11 -0.03
C 1.8270 -5.0835 1.9645 -0.08 -0.02 0.09
C -0.8397 0.4345 -4.6300 -0.07 -0.02 -0.10
C -0.3011 1.6579 -4.4303 0.01 0.04 -0.11
N 1.3012 1.7922 -0.3410 -0.21 0.26 -0.13
H 1.1671 2.2569 6.4189 0.05 0.02 -0.08
H 0.7065 1.2536 4.1950 0.09 0.07 0.04
H 4.2025 3.1389 2.6054 -0.04 -0.01 0.08
H 4.6743 4.1435 4.8206 -0.03 -0.01 -0.01
H 2.0460 4.3611 1.6488 -0.01 -0.07 -0.10
H 1.4863 5.0761 -0.8617 0.01 -0.08 0.01
H -0.8176 5.0004 -2.2828 0.06 0.02 -0.05
H -0.7080 7.0934 -3.5979 0.03 -0.05 -0.01
H 2.5323 5.4710 -5.8931 -0.02 -0.01 0.03
H 2.4221 3.3866 -4.5649 -0.06 0.07 0.01
H -0.3207 -2.1704 -5.9947 -0.06 -0.01 0.02
H -1.8067 -3.2549 -7.6425 -0.01 0.00 0.06
H -4.7550 -3.8498 -4.5809 0.09 0.03 -0.03
H -3.2557 -2.7504 -2.9370 0.02 0.00 -0.07
H -0.7415 -4.5621 -3.0847 0.05 0.05 0.06
H 0.8269 -5.3352 -1.0528 -0.02 0.10 -0.01
H 3.6027 -2.7851 2.6383 -0.07 0.08 -0.01
H 3.5798 -0.2736 3.6008 -0.07 -0.05 -0.11
H 3.9923 -4.4206 -0.5502 -0.03 -0.04 0.05
H 4.9388 -6.5724 0.2251 -0.03 0.00 0.02
H 1.8876 -6.8182 3.2306 0.01 0.01 -0.03
H 0.9458 -4.6582 2.4392 0.08 -0.02 -0.03
H -1.3901 0.0888 -5.4927 0.05 0.05 0.11
H -0.3334 2.5099 -5.0923 0.00 -0.09 0.04
F -6.0559 3.6558 -1.1530 -0.12 0.17 0.02
C -5.2378 2.6243 -0.9687 -0.08 0.08 -0.04
C -5.7193 1.4299 -0.4770 -0.18 -0.16 0.12
F -7.0144 1.3220 -0.1725 -0.05 -0.01 0.03
C -4.8743 0.3501 -0.3056 -0.17 -0.19 0.08
F -5.3922 -0.7777 0.1905 -0.07 -0.06 -0.07
C -3.5305 0.4042 -0.6439 -0.01 -0.11 -0.01
S -2.4824 -0.9919 -0.6219 0.21 0.16 -0.06
C -3.0916 1.6380 -1.0768 -0.32 -0.04 0.08
F -1.7924 1.7759 -1.3365 0.85 0.35 -0.43
C -3.8977 2.7334 -1.2619 0.03 0.15 -0.02
F -3.3956 3.8837 -1.7140 0.05 0.05 -0.01
S -2.1418 3.5339 1.7472 0.17 -0.04 0.00
C -1.4076 2.1460 1.4183 -0.06 0.01 0.21
N -0.9102 1.0960 1.2004 -0.08 0.66 0.22
C 0.5831 -2.4159 5.2139 -0.15 0.11 0.07
N -0.3901 -1.3506 5.0240 0.10 -0.05 0.13
C -0.8002 -0.4520 6.0002 0.15 -0.27 -0.04
C -1.7720 0.3015 5.4568 -0.19 0.01 -0.30
N -1.9496 -0.1457 4.1563 -0.29 0.36 -0.09
C -2.9984 0.3149 3.2461 -0.12 -0.12 0.17
C -1.0953 -1.1535 3.8806 0.08 0.25 0.18
Se -0.9477 -2.0451 2.2756 0.12 -0.59 0.29
H 0.9906 -2.3348 6.2204 -0.02 0.01 -0.05
H 1.3763 -2.3288 4.4823 0.15 0.06 -0.15
H 0.1018 -3.3836 5.0864 -0.04 -0.02 0.02
H -0.3720 -0.4350 6.9893 0.00 -0.05 -0.12
H -2.3506 1.1112 5.8718 0.04 -0.09 -0.08
H -3.9517 -0.1396 3.5174 0.03 -0.03 0.07
H -2.7369 0.0133 2.2360 -0.04 -0.06 0.09
H -3.0762 1.3984 3.2947 0.01 -0.02 0.05
```
Forces are in eV/Å.

highest occupied orbital energy: -7.32 eV
orbital gap: 5.648 eV

---

Electronic energy readings, ordered: -156881.90114, -12262.00437, -10907.54721, -203314.69330 eV